Entry from the Open Molecules 2025 dataset: 2 unconnected molecules or ions with the total composition H4S4 (ωB97M-V/def2-TZVPD).

Structure (ORCA input):
```
! wB97M-V def2-TZVPD RIJCOSX def2/J DEFGRID3
* xyz 1 2
S -1.577 -0.725 -1.650
S 0.032 0.336 -2.122
H -1.891 -0.029 -0.538
H 0.008 -0.081 -3.402
S 1.698 0.810 1.521
S -0.277 0.352 1.879
H 2.149 -0.429 1.244
H -0.141 -0.233 3.068
*
```

The HOMO energy (alpha / beta) is -12.991 / -12.919 eV. As for the expectation value of S²: 0.754. The orbital gap (alpha / beta) is 7.924 / 4.349 eV. For the relative energy (zero: lowest compared OMol25 entry of this formula, charge and spin), the calculation gives 0.0 kcal/mol.

Atom charges from the Mulliken analysis, given in e for atoms 1 to 6:
1 S 0.189
2 S 0.181
3 H 0.269
4 H 0.302
5 S -0.161
6 S -0.184

=====

Entry from the Open Molecules 2025 dataset: a molecular structure, C43H44BrFN9O5S2SnTe (ωB97M-V/def2-TZVPD).

Structure (ORCA input):
```
! wB97M-V def2-TZVPD RIJCOSX def2/J DEFGRID3
* xyz -1 1
Sn 0.321 0.547 0.742
C 1.171 0.899 -3.074
O -0.031 0.575 -2.396
C -1.210 0.883 -2.957
C -1.373 1.486 -4.187
C -2.662 1.757 -4.647
Br -2.870 2.574 -6.350
C -3.770 1.455 -3.905
C -3.613 0.848 -2.647
C -2.338 0.549 -2.170
O -2.098 -0.031 -0.992
C -4.766 0.551 -1.805
N -4.690 -0.043 -0.640
C -5.983 -0.115 -0.160
C -6.469 -0.639 1.033
C -7.831 -0.570 1.256
C -8.699 0.007 0.319
C -8.230 0.533 -0.872
C -6.861 0.460 -1.089
N -6.056 0.873 -2.132
H 1.280 1.984 -3.162
H 1.191 0.445 -4.070
H 1.965 0.475 -2.456
H -0.518 1.764 -4.783
H -4.751 1.686 -4.296
H -2.956 -0.183 -0.521
H -5.791 -1.075 1.754
H -8.241 -0.965 2.177
H -9.759 0.045 0.533
H -8.901 0.982 -1.592
H -6.351 1.368 -2.954
N 3.259 -0.831 -0.949
C 3.679 -2.075 -1.592
C 2.663 -3.204 -1.436
C 1.255 -2.909 -1.956
N 0.469 -2.226 -0.942
H 4.057 -0.238 -0.751
H 2.824 -1.046 -0.057
H 4.639 -2.445 -1.203
H 3.831 -1.878 -2.661
H 2.589 -3.475 -0.377
H 3.068 -4.079 -1.954
H 0.799 -3.854 -2.289
H 1.320 -2.263 -2.839
H 0.347 -2.801 -0.114
H -0.456 -1.968 -1.259
C 0.945 -0.549 7.820
C 0.701 0.082 6.456
N 1.440 -0.579 5.392
C 0.756 -1.414 4.545
C 1.274 -1.996 3.445
C 0.264 -2.451 2.380
O 0.087 -3.627 2.096
O -0.329 -1.432 1.894
C 2.688 -1.861 3.154
O 3.246 -2.339 2.161
C 3.430 -1.025 4.126
C 4.793 -0.787 3.938
C 5.445 0.171 4.658
F 6.788 0.347 4.461
C 4.767 1.029 5.539
C 3.451 0.700 5.820
C 2.774 -0.328 5.146
N 5.396 2.198 6.066
C 4.506 3.069 6.811
C 3.551 3.851 5.902
N 4.360 4.645 4.920
C 5.309 3.766 4.163
C 6.184 3.007 5.132
H 0.367 -0.034 8.588
H 2.001 -0.504 8.091
H 0.647 -1.598 7.809
H 0.948 1.146 6.464
H -0.353 0.037 6.187
H -0.305 -1.482 4.749
H 5.309 -1.345 3.167
H 2.895 1.276 6.540
H 5.107 3.761 7.412
H 3.915 2.486 7.512
H 2.925 4.550 6.454
H 2.926 3.183 5.306
H 4.894 5.353 5.428
H 3.744 5.127 4.258
H 5.865 4.400 3.472
H 4.677 3.081 3.581
H 6.807 3.685 5.729
H 6.857 2.379 4.557
S -0.472 2.966 -0.217
C -1.111 3.697 1.221
C -1.390 5.102 1.144
N -1.619 6.228 1.064
C -1.362 3.048 2.391
S -1.131 1.338 2.691
C -1.847 3.783 3.519
N -2.203 4.333 4.468
Te 2.592 2.085 2.478
C 3.954 2.513 0.912
C 5.345 2.482 1.064
C 6.196 2.755 0.002
C 5.675 3.056 -1.249
C 4.297 3.073 -1.421
C 3.448 2.804 -0.358
H 5.779 2.195 2.021
H 7.269 2.712 0.147
H 6.335 3.263 -2.082
H 3.875 3.303 -2.393
H 2.375 2.842 -0.506
*
```

The HOMO energy is -4.034 eV. The orbital gap is 4.904 eV. For the relative energy (zero: lowest compared OMol25 entry of this formula, charge and spin), the calculation gives 0.0 kcal/mol.

Atom charges from the Mulliken analysis, given in e for atoms 1 to 6:
1 Sn 1.860
2 C -0.857
3 O 0.453
4 C 0.252
5 C -0.740
6 C -0.912

=====

Entry from the Open Molecules 2025 dataset: 5 unconnected molecules or ions with the total composition C33H52BBrFO17 (ωB97M-V/def2-TZVPD).

Structure (ORCA input):
```
! wB97M-V def2-TZVPD RIJCOSX def2/J DEFGRID3
* xyz -1 1
C 3.606 0.922 1.976
C 2.567 0.806 2.793
C 1.076 0.685 3.419
C 0.320 -0.566 2.726
C -1.158 -0.240 2.180
C -1.303 -0.195 0.580
C -2.719 0.458 0.091
C -3.991 0.075 1.016
C -4.504 -1.454 0.787
O -5.945 -1.425 1.125
O -1.300 -1.444 -0.170
B -0.014 -1.706 -0.900
C -0.097 -2.121 -2.488
C 0.601 -1.087 -3.498
O -0.228 -0.944 -4.719
C -1.436 -0.222 -4.422
O -2.536 -0.853 -4.315
C 0.522 -3.064 -0.134
C -0.442 -4.338 -0.279
C -1.599 -4.443 0.833
Br 0.715 -5.989 -0.022
O 0.742 -0.465 -0.537
C -0.200 0.617 -0.300
C 0.427 1.975 0.350
F -0.784 1.172 -1.543
H 4.344 0.815 1.102
H 1.258 0.398 4.528
H 0.501 1.671 3.383
H 0.202 -1.380 3.542
H 1.034 -1.003 1.950
H -1.489 0.792 2.598
H -1.944 -0.986 2.582
H -2.932 -0.016 -0.944
H -2.694 1.613 0.046
H -4.870 0.730 0.631
H -3.870 0.342 2.128
H -4.014 -2.197 1.505
H -4.445 -1.756 -0.317
H -6.198 -2.276 1.544
H -1.191 -2.365 -2.728
H 0.480 -3.122 -2.601
H 1.645 -1.505 -3.766
H 0.768 -0.038 -3.076
H -1.484 0.902 -4.220
H 1.600 -3.283 -0.513
H 0.650 -2.885 1.008
H -0.916 -4.474 -1.308
H -1.746 -5.573 1.051
H -1.385 -3.881 1.804
H -2.589 -4.105 0.332
H -0.173 2.268 1.280
H 1.554 1.898 0.515
H 0.275 2.842 -0.407
C 7.956 3.527 5.348
C 6.627 2.876 5.662
C 5.964 2.248 4.471
O 4.587 2.299 4.827
C 4.449 3.361 5.670
O 3.397 3.817 6.020
O 5.665 3.844 6.061
H 8.365 4.004 6.243
H 8.679 2.792 4.984
H 7.844 4.314 4.598
H 6.743 2.158 6.481
H 6.285 1.217 4.312
H 6.102 2.813 3.544
C -0.736 -5.144 -7.462
C -0.778 -5.628 -6.029
C -0.804 -4.521 -5.016
O -0.219 -5.142 -3.878
C 0.610 -6.115 -4.348
O 1.404 -6.709 -3.676
O 0.420 -6.319 -5.685
H -0.672 -5.993 -8.147
H -1.628 -4.563 -7.708
H 0.149 -4.528 -7.645
H -1.617 -6.319 -5.890
H -1.817 -4.181 -4.795
H -0.191 -3.658 -5.294
C 1.409 2.433 -6.448
C 1.457 3.582 -5.466
C 0.147 3.854 -4.795
O 0.252 5.237 -4.476
C 1.094 5.785 -5.399
O 1.264 6.962 -5.547
O 1.714 4.816 -6.132
H 2.379 2.312 -6.937
H 1.152 1.496 -5.947
H 0.681 2.619 -7.242
H 2.256 3.421 -4.734
H 0.011 3.256 -3.892
H -0.718 3.715 -5.452
C -3.574 3.709 6.637
C -3.022 2.652 5.706
C -3.996 2.196 4.661
O -3.541 0.878 4.377
C -2.927 0.431 5.510
O -2.590 -0.704 5.695
O -2.750 1.444 6.406
H -2.835 3.965 7.401
H -3.839 4.617 6.089
H -4.459 3.345 7.167
H -2.084 3.000 5.257
H -3.967 2.817 3.764
H -5.028 2.136 5.021
*
```

The HOMO energy is -4.935 eV. The orbital gap is 7.003 eV.

Atom charges from the Mulliken analysis, given in e for atoms 1 to 6:
1 C -0.682
2 C -0.221
3 C -0.149
4 C -0.482
5 C -0.225
6 C 0.457

=====

In order of appearance, maximum force = 0.35; 0.55; 7.07 eV Å⁻¹.